{
  "formula": "C47H45F5IN5O7Tc",
  "method": "the ωB97M-V functional and the def2-TZVPD basis",
  "total_charge": -2,
  "largest_force_ev_per_a": 1.1,
  "homo_ha": [-0.1082, -0.1168],
  "spin_multiplicity": 4,
  "s2": 3.779,
  "symbols": ["I", "Tc", "F", "F", "F", "F", "F", "O", "O", "O", "O", "O", "O", "O", "N", "N", "N", "N", "N", "C", "C", "C", "C", "C", "C", "C", "C", "C", "C", "C", "C", "C", "C", "C", "C", "C", "C", "C", "C", "C", "C", "C", "C", "C", "C", "C", "C", "C", "C", "C", "C", "C", "C", "C", "C", "C", "C", "C", "C", "C", "C", "C", "C", "C", "C", "C", "H", "H", "H", "H", "H", "H", "H", "H", "H", "H", "H", "H", "H", "H", "H", "H", "H", "H", "H", "H", "H", "H", "H", "H", "H", "H", "H", "H", "H", "H", "H", "H", "H", "H", "H", "H", "H", "H", "H", "H", "H", "H", "H", "H", "H"],
  "xyz": [[-0.019, 2.442, 4.444], [-0.409, 0.251, 1.397], [-1.967, -1.745, 2.991], [-3.041, -2.293, 0.667], [-3.905, -0.325, 0.460], [-2.909, 0.240, 3.062], [-4.455, -1.562, 2.129], [-0.106, -0.753, 4.900], [-1.652, 1.135, 0.159], [-2.935, 1.439, -2.964], [-1.971, -0.555, -3.408], [0.699, -0.828, 2.785], [1.486, 1.052, 1.072], [0.636, -0.126, -0.906], [1.097, -2.417, 0.386], [5.657, -0.796, 0.323], [-0.288, -2.037, 0.600], [2.462, 0.242, 0.897], [4.201, 3.303, 0.790], [-3.125, 0.215, -3.642], [3.640, 0.773, 0.747], [-3.422, -1.193, 1.345], [0.014, 5.374, 0.133], [5.184, -4.518, 5.518], [1.836, -3.365, 4.115], [3.994, -2.293, 5.491], [0.688, -1.117, 4.056], [0.662, 0.241, -4.621], [2.925, -1.470, 5.160], [1.872, -3.853, -2.560], [-0.663, 2.077, 2.440], [-0.730, 3.219, -0.687], [-0.717, -2.901, -2.334], [1.459, 0.881, -5.565], [-5.613, 4.137, -0.294], [4.741, -0.130, 0.522], [0.524, 3.042, -1.253], [3.952, 2.181, 0.774], [2.628, 1.524, -5.180], [0.813, -4.756, -2.543], [1.848, -2.010, 4.448], [0.173, -0.442, -2.151], [-1.799, 2.113, -0.823], [-1.678, 1.439, -2.260], [2.928, -4.158, 4.460], [-3.175, 2.800, -0.662], [-3.239, 0.468, -5.135], [-5.193, 3.181, 0.614], [0.331, -1.983, -2.376], [-0.479, -4.272, -2.425], [-4.361, -0.478, -3.094], [3.000, 1.510, -3.842], [-0.961, 4.390, 0.038], [1.629, -2.491, -2.481], [1.006, 0.259, -3.267], [-1.324, -0.048, -2.222], [4.018, -3.639, 5.140], [-2.262, -0.635, 2.212], [2.936, -0.015, 5.554], [1.499, 4.025, -1.170], [-4.797, 4.444, -1.383], [1.245, 5.204, -0.488], [-3.593, 3.786, -1.559], [0.652, -4.007, 3.429], [-3.977, 2.522, 0.432], [2.195, 0.877, -2.900], [-2.373, 1.043, -5.466], [3.916, 1.996, -3.524], [1.982, 0.270, 5.999], [-4.147, 1.036, -5.346], [-0.165, -3.299, 3.309], [-2.962, 4.043, -2.402], [1.166, 0.869, -6.610], [2.003, 5.976, -0.424], [-0.233, -0.279, -4.932], [2.893, -4.213, -2.628], [-5.807, 2.939, 1.475], [-0.723, -2.074, -0.314], [-6.558, 4.649, -0.157], [1.576, -2.090, 1.220], [-0.194, 6.274, 0.700], [1.385, -1.758, -0.341], [-5.235, 0.164, -3.220], [-1.318, -4.960, -2.402], [-1.737, -2.556, -2.236], [6.091, -3.928, 5.652], [-4.516, -1.423, -3.621], [3.077, 0.626, 4.679], [2.462, 0.858, -1.849], [-1.712, 2.347, 2.439], [-1.791, -0.455, -1.322], [2.465, -1.801, -2.489], [-4.227, -0.678, -2.035], [0.926, -4.383, 2.441], [0.749, 2.110, -1.751], [-3.636, 1.792, 1.152], [3.741, 0.189, 6.263], [0.283, -4.846, 4.025], [-0.708, -2.748, 1.183], [4.988, -5.047, 6.455], [-1.909, 4.545, 0.537], [5.372, -5.269, 4.749], [-3.266, -0.484, -5.670], [-0.105, 2.809, 1.865], [-5.102, 5.206, -2.092], [4.832, -1.870, 6.039], [3.243, 2.031, -5.916], [-0.967, 1.997, -2.870], [2.919, -5.211, 4.189], [2.464, 3.854, -1.629], [0.995, -5.822, -2.617]],
  "mulliken_charge": [-0.16, -0.12, -0.27, -0.31, -0.10, -0.42, -0.35, -0.62, 2.36, -0.31, -0.39, 0.44, -0.68, 1.40, -0.41, -0.68, 0.40, 0.38, -0.68, 1.38, 0.93, 0.26, -0.81, -1.50, 1.30, -1.04, -1.06, -0.16, 1.00, -0.61, -1.09, -1.28, -0.27, -0.97, -0.58, -0.27, 0.36, 0.09, -0.79, -0.85, 0.36, 1.21, 1.84, -0.05, -0.86, -0.03, -1.96, -1.45, -0.58, -0.97, -1.60, -0.88, 0.01, -0.10, 0.04, -0.04, 0.80, 0.79, -1.29, -0.44, -1.02, -0.91, 0.19, -1.76, -0.08, 0.09, 0.45, 0.47, 0.25, 0.38, -0.07, 0.42, 0.41, 0.38, 0.57, 0.40, 0.45, -0.57, 0.37, 0.25, 0.36, -0.35, 0.41, 0.42, 0.41, 0.37, 0.38, 0.17, 0.31, 0.47, -0.04, 0.23, 0.13, 0.37, -0.71, 0.35, 0.39, 0.55, 0.36, 0.26, 0.43, 0.37, 0.36, 0.34, 0.41, 0.30, 0.36, 0.40, 0.39, 0.51, 0.37]
}

***

{
  "formula": "C47H59O44Pd",
  "method": "the ωB97M-V functional and the def2-TZVPD basis",
  "total_charge": -1,
  "largest_force_ev_per_a": 7.3,
  "homo_ha": [-0.2611, -0.2601],
  "spin_multiplicity": 3,
  "s2": 2.012,
  "symbols": ["Pd", "O", "O", "O", "O", "O", "O", "O", "O", "O", "O", "O", "O", "O", "O", "O", "O", "O", "O", "O", "O", "O", "O", "O", "O", "O", "O", "O", "O", "O", "O", "O", "O", "O", "O", "O", "O", "O", "O", "O", "O", "O", "O", "O", "O", "C", "C", "C", "C", "C", "C", "C", "C", "C", "C", "C", "C", "C", "C", "C", "C", "C", "C", "C", "C", "C", "C", "C", "C", "C", "C", "C", "C", "C", "C", "C", "C", "C", "C", "C", "C", "C", "C", "C", "C", "C", "C", "C", "C", "C", "C", "C", "H", "H", "H", "H", "H", "H", "H", "H", "H", "H", "H", "H", "H", "H", "H", "H", "H", "H", "H", "H", "H", "H", "H", "H", "H", "H", "H", "H", "H", "H", "H", "H", "H", "H", "H", "H", "H", "H", "H", "H", "H", "H", "H", "H", "H", "H", "H", "H", "H", "H", "H", "H", "H", "H", "H", "H", "H", "H", "H"],
  "xyz": [[2.714, 2.096, -2.621], [3.861, 2.512, 4.232], [3.482, -0.863, -6.613], [-5.989, -1.913, -0.827], [-0.587, -2.741, 0.119], [0.521, -1.528, 4.720], [-3.800, -2.645, 5.073], [1.748, 2.687, -4.535], [2.630, 0.846, 3.747], [3.414, 4.123, -1.814], [2.891, -7.943, 1.664], [1.526, 6.247, 2.891], [-2.968, 5.377, -4.151], [1.431, 5.780, 0.661], [4.662, -2.242, -5.304], [-1.974, -2.678, -7.094], [-6.911, -2.975, -2.675], [-0.245, 5.302, 1.835], [-2.987, -4.404, 6.219], [-4.659, -2.991, -2.322], [4.365, 4.263, 0.261], [-2.022, 4.024, -2.531], [-3.669, 3.084, 0.758], [-2.519, -4.023, 3.970], [1.291, -6.641, 0.696], [-1.117, 3.153, 4.448], [-5.497, 4.262, 1.182], [-0.675, 1.573, 5.983], [3.415, -3.271, -2.280], [0.037, -2.174, 6.855], [-1.887, -0.208, 1.272], [4.199, 6.121, -0.895], [0.069, -2.554, -6.012], [2.911, -5.062, -0.988], [4.168, -2.814, -7.543], [2.044, 0.095, -2.381], [-3.815, 5.276, 0.111], [1.208, 2.248, -1.076], [-3.578, 3.130, -3.885], [3.800, 0.605, 5.632], [0.418, 3.534, 6.272], [0.828, -3.601, 5.289], [0.888, -7.664, 2.558], [2.912, -5.215, -3.386], [-1.764, -2.757, -4.815], [1.038, -2.153, 3.526], [3.518, 1.263, 4.653], [3.290, 2.890, 2.976], [-3.760, -2.669, -1.249], [4.353, -1.130, -4.473], [-0.600, 4.856, 0.521], [-4.681, -1.863, -0.236], [2.325, 1.778, 2.737], [-3.476, 2.257, -2.861], [0.904, -3.671, 3.876], [0.441, -2.311, -4.701], [-0.718, -2.861, -3.938], [5.044, 5.220, 0.971], [-0.252, -1.507, -0.159], [0.462, -2.409, 5.757], [-0.446, 2.859, 5.661], [-0.298, -6.987, 2.360], [3.984, 4.769, -0.881], [5.091, 6.453, 0.096], [-4.276, 4.293, 0.655], [0.961, 5.753, 1.936], [0.584, 5.278, -0.308], [-0.115, 1.275, -5.144], [3.088, -4.601, -2.309], [2.920, -3.954, -0.132], [0.474, 2.629, -5.157], [-0.299, 1.007, 0.264], [-1.271, 0.913, 4.874], [-4.608, 2.192, 1.267], [-1.925, 2.066, 4.104], [4.135, -2.072, -6.552], [-5.918, -2.691, -1.986], [-1.288, -2.611, -6.075], [1.164, -0.115, -1.545], [0.694, 1.160, -0.757], [-2.623, -2.959, 3.047], [1.782, -7.434, 1.653], [3.626, -2.843, -0.967], [0.678, -1.388, -1.154], [3.629, -0.169, -5.359], [-2.854, 4.219, -3.594], [-5.596, 3.140, 2.028], [-0.092, -6.447, 0.966], [-0.826, -0.235, 0.541], [-3.109, -3.704, 5.214], [-2.164, 2.661, -2.278], [-3.562, -1.997, 3.790], [2.709, 3.809, 3.041], [-2.887, -2.073, -1.517], [-3.051, -3.165, 2.065], [4.631, 5.501, 1.939], [-1.448, 5.413, 0.122], [1.258, 1.999, 2.761], [1.930, -3.731, 0.266], [0.531, -1.900, 2.594], [4.007, 2.974, 2.159], [-3.458, -3.589, -0.750], [-4.512, -2.057, 3.257], [4.200, 0.747, -5.515], [3.543, -4.160, 0.739], [-1.608, -2.622, 2.837], [1.787, -4.283, 3.694], [2.107, -1.941, 3.536], [-4.023, 1.543, 1.919], [-0.189, 3.370, -4.711], [-0.875, 3.802, 0.544], [-5.197, 3.449, 2.995], [0.627, 2.987, -6.175], [-1.946, 0.086, 5.097], [-0.480, -3.848, -3.543], [-1.291, 2.139, -2.669], [-0.523, -6.197, 3.076], [1.353, -2.837, -4.420], [-2.214, 2.529, -1.197], [6.115, 6.652, -0.221], [6.002, 4.717, 1.108], [-0.480, 0.484, 4.259], [5.386, -0.793, -4.391], [-4.360, 2.337, -2.228], [-3.275, 1.224, -3.144], [-5.154, 1.625, 0.514], [-0.206, 0.996, -4.095], [-0.771, -7.044, 0.357], [4.715, 7.159, 0.837], [-1.125, 1.139, -5.531], [-4.165, -0.917, -0.074], [1.012, 4.454, -0.878], [0.687, -1.270, -4.488], [-0.505, 1.916, 0.810], [0.406, 0.524, -5.738], [-2.939, 2.241, 4.463], [-0.352, -5.394, 0.863], [4.700, -2.856, -0.780], [0.375, 6.023, -1.076], [3.750, -1.420, -3.612], [-4.763, -2.325, 0.749], [-1.990, 1.909, 3.027], [2.655, -0.034, -4.889], [1.020, -2.288, -1.644], [-3.204, -0.974, 3.900], [3.323, -1.798, -0.911], [-0.815, -2.183, -3.090], [-1.104, -7.694, 2.162], [2.473, 1.437, 1.713], [-6.614, 2.758, 2.098], [0.023, -4.135, 3.432]],
  "mulliken_charge": [0.31, -0.45, -0.40, -0.42, -0.65, -0.03, -0.39, -0.65, -0.24, -0.57, -0.61, -0.63, -0.68, -0.33, -0.36, -0.60, -0.59, -0.43, -0.59, -0.37, -0.13, -0.25, 0.37, -0.34, -0.22, -0.30, -0.39, -0.39, -0.11, -0.57, -0.69, -0.30, -0.39, -0.35, -0.60, -0.41, -0.57, -0.23, -0.33, -0.59, -0.59, -0.47, -0.38, -0.60, -0.29, 0.06, 0.57, 0.71, 0.63, 0.27, 1.21, 0.63, 0.97, -0.03, 0.68, 0.89, 0.67, -0.57, 0.27, 0.51, 0.50, -0.23, 0.47, -0.33, 0.30, 0.58, 0.90, -0.54, 0.53, 0.41, -0.34, 0.60, 0.37, 0.48, 0.62, 0.64, 0.51, 0.49, -0.36, 0.74, 1.69, 0.67, -0.15, -1.17, 0.66, 0.48, -0.40, 0.23, 0.49, 0.55, 2.59, -0.03, -0.03, -0.40, -0.18, 0.25, 0.00, -0.53, -0.31, -0.47, -0.08, 0.13, 0.29, 0.20, 0.48, -0.89, 0.36, 0.50, -0.41, 0.14, -0.85, 0.29, 0.43, 0.39, 0.23, -1.68, 0.27, 0.04, -0.89, 0.29, 0.43, -0.28, 0.35, 0.15, 0.43, 0.11, -0.27, 0.30, 0.30, 0.53, -0.12, -0.77, -0.90, -0.80, 0.42, 0.31, -0.26, 0.39, 0.30, -0.31, -0.12, -0.62, -0.48, 2.08, -0.26, -0.19, -0.38, 0.32, -0.45, 0.33, -0.69]
}

***

{
  "formula": "C10H14O2",
  "method": "the ωB97M-V functional and the def2-TZVPD basis",
  "total_charge": 0,
  "largest_force_ev_per_a": 2.8,
  "e_above_lowest_kcal_mol": 21.78,
  "homo_ha": -0.3316,
  "smiles": "Cc1ccoc1C(=O)CC(C)C",
  "symbols": ["O", "O", "C", "C", "C", "C", "C", "C", "C", "C", "C", "C", "H", "H", "H", "H", "H", "H", "H", "H", "H", "H", "H", "H", "H", "H"],
  "xyz": [[-1.374, -1.359, -0.032], [1.736, -0.142, -1.478], [-0.051, 0.669, 2.037], [1.972, 0.045, -2.832], [0.367, -0.469, -1.346], [-0.305, -0.752, -0.071], [-0.210, -0.450, -2.624], [-1.305, 0.374, 2.845], [0.430, -0.539, 1.272], [1.071, 1.160, 2.971], [-1.660, -0.686, -3.065], [0.849, -0.137, -3.558], [2.932, 0.313, -3.235], [0.792, 2.053, 3.527], [0.304, -1.412, 1.904], [-1.654, 1.247, 3.420], [-1.101, -0.392, 3.602], [-1.672, -1.422, -3.886], [1.985, 1.338, 2.441], [-2.358, -1.083, -2.308], [-0.226, 1.508, 1.395], [-2.104, 0.016, 2.204], [0.827, -0.093, -4.639], [-2.050, 0.251, -3.435], [1.299, 0.390, 3.764], [1.505, -0.430, 1.128]],
  "mulliken_charge": [-0.60, -0.40, 0.71, -0.41, 0.10, 0.36, 0.89, -1.47, -0.92, -1.63, -1.25, -0.60, 0.47, 0.41, 0.41, 0.39, 0.35, 0.33, 0.43, 0.34, 0.28, 0.35, 0.41, 0.30, 0.31, 0.43]
}

***

{
  "formula": "C5H14N",
  "method": "the ωB97M-V functional and the def2-TZVPD basis",
  "total_charge": 1,
  "largest_force_ev_per_a": 0.7,
  "e_above_lowest_kcal_mol": 30.42,
  "homo_ha": -0.5515,
  "symbols": ["N", "C", "C", "C", "C", "C", "H", "H", "H", "H", "H", "H", "H", "H", "H", "H", "H", "H", "H", "H"],
  "xyz": [[-0.108, -2.159, 0.512], [1.030, 1.998, 1.331], [1.010, 1.175, 0.044], [-1.315, -2.543, 0.543], [-0.428, -0.007, -1.749], [-0.377, 0.879, -0.498], [-1.574, -3.425, 1.116], [-1.003, 0.442, 0.292], [1.556, 0.237, 0.233], [0.167, -1.314, -0.006], [0.639, 2.995, 1.140], [0.437, 1.531, 2.112], [0.610, -2.648, 1.032], [-2.072, -1.986, 0.006], [-0.388, 0.569, -2.669], [0.391, -0.731, -1.882], [2.064, 2.130, 1.641], [-0.903, 1.808, -0.719], [-1.327, -0.628, -1.745], [1.590, 1.676, -0.735]],
  "mulliken_charge": [0.01, -1.28, -0.15, -0.03, -1.24, -0.68, 0.29, 0.23, 0.33, 0.07, 0.32, 0.33, 0.27, 0.26, 0.39, 0.46, 0.36, 0.43, 0.29, 0.33]
}

***

- What is the formula in the third record?
  C10H14O2